Entry from the OMol25 dataset: a 7-piece molecular cluster, C23H40Br2O18 overall in a non-equilibrium geometry (wB97M-V/def2-TZVPD).

Values from the calculation:
HOMO energy ... -10.154 eV
LUMO ... 0.256 eV
ΔE to the lowest compared entry with this formula, charge and spin ... 0.000 eV
Largest force on an atom ... 5.57 eV/Å
SMILES string ... C[C@H]1COC(=O)O1.C[C@H]1COC(=O)O1.C[C@H]1COC(=O)O1.COC(=O)OC.COC(=O)OC.COC(=O)OC.BrCCBr

XYZ file:
```
83
C23H40Br2O18 wB97M-V/def2-TZVPD
C 23.3823 -27.9769 11.1372
C 22.1809 -27.2529 11.9254
C 21.5604 -26.0400 11.2097
O 20.2868 -26.5294 10.8139
C 19.9658 -27.6726 11.3667
O 18.9169 -28.3065 11.1289
O 21.0380 -28.1391 11.9552
H 23.3458 -28.1641 10.0640
H 23.4921 -29.0037 11.4859
H 24.3236 -27.4614 11.3278
H 22.5979 -26.9242 12.8773
H 22.1219 -25.9083 10.2848
H 21.4242 -25.1378 11.8061
C 20.8638 -31.6217 12.8214
C 21.4815 -32.1388 11.5218
C 21.7266 -31.0935 10.4709
O 22.9528 -31.4417 9.8601
C 23.5409 -32.2642 10.6661
O 24.5837 -32.8117 10.3343
O 22.8446 -32.4962 11.7201
H 19.8691 -31.2243 12.6199
H 21.5184 -30.9357 13.3590
H 20.7336 -32.5718 13.3396
H 20.9262 -32.9987 11.1474
H 21.6994 -30.0467 10.7733
H 20.9788 -31.2785 9.6997
C 19.5456 -27.2098 22.5556
C 18.7299 -28.3242 21.9663
C 17.2786 -27.8670 21.6138
O 17.2212 -28.3138 20.2787
C 18.3950 -28.4738 19.7765
O 18.6947 -28.6038 18.5781
O 19.2355 -28.7496 20.7651
H 19.5016 -27.2059 23.6448
H 19.0576 -26.2515 22.3779
H 20.5838 -27.1537 22.2283
H 18.6507 -29.2216 22.5798
H 17.0146 -26.8438 21.8810
H 16.4964 -28.4033 22.1512
Br 20.6326 -29.4474 15.7295
C 18.9374 -29.1167 14.6710
C 17.7428 -28.9037 15.5386
Br 16.0981 -28.9288 14.4610
H 18.7413 -29.9204 13.9613
H 19.1849 -28.1665 14.1976
H 17.7778 -28.0043 16.1534
H 17.5369 -29.7376 16.2097
C 17.4721 -25.5709 13.0892
O 17.6595 -25.0755 14.4131
C 18.8087 -25.3557 15.0571
O 19.8863 -25.7737 14.5220
O 18.5579 -25.3313 16.3861
C 19.6061 -25.4900 17.3961
H 18.0235 -26.5069 12.9992
H 17.8153 -24.8438 12.3533
H 16.4138 -25.8037 12.9715
H 19.7487 -26.5677 17.4763
H 19.2845 -25.0937 18.3592
H 20.5971 -25.0641 17.2396
C 13.1648 -28.8810 22.0299
O 13.5845 -28.3102 20.7036
C 13.9889 -29.1736 19.7395
O 14.0550 -30.3985 19.8672
O 14.4714 -28.4783 18.6245
C 14.9606 -29.0699 17.4499
H 12.8174 -27.9994 22.5686
H 13.9201 -29.3442 22.6649
H 12.2704 -29.5009 21.9681
H 14.1402 -29.3451 16.7871
H 15.5266 -29.9785 17.6555
H 15.6631 -28.3777 16.9857
C 25.3179 -32.8553 19.9109
O 24.2270 -31.9862 19.5722
C 24.3631 -30.7312 19.1580
O 25.3712 -30.2456 18.5900
O 23.2277 -30.0816 19.4551
C 22.7717 -29.0172 18.6695
H 26.2445 -32.3588 20.1991
H 25.1874 -33.5726 19.1007
H 25.1107 -33.5198 20.7498
H 21.7444 -28.7475 18.9148
H 22.6738 -29.2673 17.6131
H 23.3146 -28.1019 18.9053
```

Now the Löwdin charges, all in e: C 0.00; C -0.21; C -0.07; O 0.07; C -0.59; O 0.09; O 0.05; H 0.09; H 0.07; H 0.08; H 0.15; H 0.13; H 0.14; C -0.02; C -0.29; C -0.10; O 0.10; C -0.65; O 0.12; O 0.12; H 0.08; H 0.05; H 0.09; H 0.16; H 0.11; H 0.14; C -0.01; C -0.33; C -0.06; O 0.11; C -0.55; O 0.09; O 0.11; H 0.09; H 0.08; H 0.09; H 0.16; H 0.13; H 0.13; Br 0.68; C -0.60; C -0.66; Br 0.72; H 0.04; H 0.01; H 0.05; H 0.05; C -0.03; O -0.01; C -0.51; O 0.04; O -0.01; C -0.01; H 0.06; H 0.10; H 0.09; H 0.06; H 0.09; H 0.09; C -0.01; O -0.02; C -0.51; O 0.09; O -0.04; C -0.12; H 0.08; H 0.09; H 0.09; H 0.08; H 0.10; H 0.03; C -0.02; O -0.01; C -0.55; O 0.08; O 0.00; C -0.07; H 0.10; H 0.10; H 0.08; H 0.08; H 0.04; H 0.10